1.
The following is a quantum chemistry calculation of a 3-piece molecular cluster, C36H65FI2N5O9S2 overall at a distorted geometry, from the OMol25 dataset.

Summary:
Largest force on an atom: 2.91 eV/A
LUMO level: -0.1244 Ha
Energy relative to the best compared isomer or geometry (same formula, charge and spin): 0.000 eV
E_HOMO: -11.48 eV

Geometry as ORCA input:
```
! RIJCOSX wB97M-V def2-TZVPD def2/J DEFGRID3
* xyz 1 1
C 5.017 -5.003 3.070
C 4.567 -5.755 1.810
C 3.045 -5.829 1.673
C 2.659 -6.287 0.256
C 1.781 -5.328 -0.588
C 2.393 -5.011 -1.953
C 1.312 -4.677 -2.978
C 1.833 -4.219 -4.348
C 2.739 -2.988 -4.453
C 1.885 -1.698 -4.536
C 2.668 -0.625 -5.311
C 2.540 0.843 -4.891
C 3.015 1.185 -3.484
C 2.077 2.182 -2.796
C 0.656 1.677 -2.618
C 0.407 0.952 -1.273
C -0.744 1.617 -0.519
C -0.708 1.494 1.068
C -0.280 2.732 1.851
C 1.162 2.765 2.335
S 2.365 3.480 1.191
C 3.388 2.197 0.626
N 3.194 0.946 0.962
N 4.162 0.228 0.276
C 4.863 1.089 -0.397
O 4.409 2.362 -0.218
N -2.106 1.111 1.299
C -2.593 0.868 2.619
I -4.093 2.245 3.175
C -2.229 -0.101 3.459
C -2.824 -0.286 4.813
I -0.762 -1.494 2.907
C -2.493 0.308 0.299
N -3.211 -0.763 0.380
C -3.649 -1.606 -0.753
C -2.519 -2.074 -1.679
N -1.975 0.836 -0.887
S -3.058 1.595 -1.905
O -2.792 2.981 -2.017
O -3.129 0.850 -3.112
F -4.386 1.355 -1.145
H 5.417 -4.023 2.830
H 4.181 -4.830 3.741
H 5.813 -5.519 3.591
H 4.912 -5.185 0.953
H 5.004 -6.745 1.780
H 2.728 -6.596 2.376
H 2.595 -4.879 1.920
H 2.100 -7.212 0.361
H 3.554 -6.529 -0.307
H 0.797 -5.777 -0.711
H 1.604 -4.392 -0.060
H 2.934 -5.889 -2.293
H 3.093 -4.195 -1.798
H 0.762 -5.596 -3.149
H 0.671 -3.895 -2.569
H 2.293 -5.106 -4.778
H 0.966 -3.969 -4.952
H 3.288 -3.047 -5.387
H 3.463 -2.911 -3.649
H 0.941 -1.911 -5.026
H 1.645 -1.396 -3.518
H 2.379 -0.709 -6.353
H 3.722 -0.893 -5.267
H 1.502 1.121 -5.044
H 3.169 1.399 -5.576
H 3.995 1.643 -3.572
H 3.151 0.315 -2.841
H 2.481 2.548 -1.866
H 2.027 3.047 -3.455
H -0.006 2.536 -2.665
H 0.353 1.040 -3.439
H 0.065 -0.048 -1.519
H 1.299 0.822 -0.671
H -0.804 2.680 -0.704
H 0.070 0.743 1.188
H -0.897 2.762 2.747
H -0.528 3.636 1.304
H 1.197 3.447 3.177
H 1.506 1.806 2.704
H 5.679 0.853 -1.045
H -3.829 -0.677 4.676
H -2.283 -1.014 5.401
H -2.889 0.643 5.363
H -3.491 -1.026 1.316
H -4.462 -1.115 -1.272
H -4.086 -2.485 -0.302
H -2.452 -3.149 -1.724
H -2.695 -1.669 -2.665
H -1.571 -1.672 -1.345
C 4.455 5.665 3.277
C 3.522 6.627 3.978
O 3.074 6.103 5.236
C 3.947 6.209 6.241
O 5.037 6.710 6.179
O 3.401 5.654 7.321
C 4.258 5.634 8.469
H 3.988 4.685 3.187
H 4.705 6.031 2.281
H 5.380 5.535 3.837
H 2.621 6.776 3.383
H 3.984 7.603 4.117
H 4.646 6.626 8.684
H 5.077 4.934 8.313
H 3.652 5.297 9.304
C -7.445 1.752 -1.915
C -7.733 0.267 -1.985
O -8.720 -0.129 -1.028
C -9.985 0.137 -1.375
O -10.338 0.648 -2.403
O -10.774 -0.258 -0.382
C -12.164 0.028 -0.584
H -7.183 2.042 -0.896
H -6.622 2.012 -2.581
H -8.317 2.335 -2.205
H -6.836 -0.299 -1.732
H -8.035 -0.032 -2.987
H -12.507 -0.358 -1.540
H -12.339 1.100 -0.525
H -12.703 -0.468 0.217
*
```

***

2.
The following is a quantum chemistry calculation of C36H66BN4P2Si2Ti as an isolated structure, from the OMol25 dataset.

Summary:
Largest force on an atom: 0.95 eV/A
LUMO level (spin up / spin down): 0.0914 / 0.0912 Ha
E_HOMO (spin up / spin down): -2.38 / -3.53 eV
<S²>: 2.011

Geometry as ORCA input:
```
! RIJCOSX wB97M-V def2-TZVPD def2/J DEFGRID3
* xyz -1 3
Ti -0.184 -0.374 -0.414
C 4.661 -0.756 -1.543
C 3.878 0.512 -1.190
C 4.684 1.697 -1.762
C 3.845 0.672 0.330
P 2.040 0.475 -1.730
C 1.687 2.296 -1.929
N 1.040 2.725 -0.721
B 0.215 1.808 0.066
N -0.241 2.680 1.144
C -1.048 2.205 2.242
P -0.911 0.339 2.268
C -2.566 -0.148 3.043
C -2.983 0.606 4.317
C -2.583 -1.654 3.309
C -3.624 0.172 1.985
C 0.464 0.094 3.531
C 1.637 0.963 3.060
C 0.910 -1.364 3.447
C 0.167 0.445 4.989
C 0.236 3.962 0.989
C 0.063 5.103 1.751
C 0.685 6.286 1.333
C 1.450 6.318 0.181
C 1.631 5.172 -0.599
C 1.034 3.992 -0.193
C 1.929 -0.207 -3.475
C 0.479 0.005 -3.942
C 2.884 0.406 -4.498
C 2.130 -1.727 -3.398
H 5.615 -0.718 -1.006
H 4.889 -0.801 -2.609
H 4.161 -1.679 -1.256
H 5.748 1.533 -1.561
H 4.419 2.640 -1.283
H 4.566 1.812 -2.840
H 4.870 0.801 0.693
H 3.415 -0.211 0.807
H 3.257 1.542 0.629
H 1.052 2.427 -2.813
H 2.600 2.864 -2.118
H -2.101 2.487 2.125
H -0.716 2.632 3.197
H -2.417 0.310 5.194
H -4.037 0.392 4.521
H -2.894 1.688 4.203
H -1.936 -1.925 4.144
H -2.277 -2.221 2.425
H -3.602 -1.958 3.565
H -3.778 1.248 1.898
H -4.575 -0.277 2.291
H -3.359 -0.218 1.007
H 1.877 0.760 2.016
H 2.514 0.737 3.675
H 1.429 2.031 3.144
H 1.115 -1.641 2.412
H 0.157 -2.055 3.825
H 1.823 -1.508 4.034
H -0.221 1.458 5.106
H 1.096 0.381 5.566
H -0.540 -0.250 5.438
H -0.550 5.081 2.644
H 0.556 7.190 1.916
H 1.913 7.248 -0.128
H 2.224 5.209 -1.506
H 0.309 1.024 -4.294
H -0.267 -0.192 -3.156
H 0.272 -0.674 -4.773
H 2.797 1.495 -4.532
H 2.653 0.025 -5.498
H 3.923 0.153 -4.284
H 1.382 -2.177 -2.738
H 3.118 -2.024 -3.050
H 1.990 -2.145 -4.400
C -3.735 -0.016 -3.581
Si -3.075 0.717 -1.957
C -4.546 1.504 -1.041
C -2.038 2.222 -2.410
N -2.159 -0.474 -1.111
C -2.657 -1.744 -0.849
C -4.024 -2.035 -0.896
C -4.550 -3.306 -0.687
C -3.685 -4.346 -0.410
C -2.320 -4.086 -0.318
C -1.760 -2.815 -0.477
N -0.403 -2.546 -0.329
Si 0.706 -3.792 0.070
C 0.938 -5.031 -1.350
C 0.367 -4.753 1.672
C 2.384 -2.963 0.336
H -4.050 0.785 -4.257
H -4.582 -0.687 -3.440
H -2.945 -0.585 -4.075
H -5.085 2.122 -1.768
H -4.190 2.173 -0.255
H -5.260 0.810 -0.598
H -2.655 2.886 -3.026
H -1.142 1.975 -2.976
H -1.725 2.776 -1.524
H -4.710 -1.227 -1.119
H -5.621 -3.465 -0.746
H -4.049 -5.355 -0.257
H -1.671 -4.926 -0.102
H -0.002 -5.474 -1.679
H 1.612 -5.842 -1.056
H 1.382 -4.524 -2.209
H -0.614 -5.219 1.749
H 0.484 -4.080 2.525
H 1.123 -5.540 1.776
H 2.403 -2.026 -0.225
H 3.212 -3.589 -0.005
H 2.563 -2.725 1.386
*
```